Record 1
{
  "formula": "C12H48O12",
  "method": "the ωB97M-V functional and the def2-TZVPD basis",
  "elements": ["C", "O", "H", "H", "H", "H", "C", "O", "H", "H", "H", "H", "C", "O", "H", "H", "H", "H", "C", "O", "H", "H", "H", "H", "C", "O", "H", "H", "H", "H", "C", "O", "H", "H", "H", "H", "C", "O", "H", "H", "H", "H", "C", "O", "H", "H", "H", "H", "C", "O", "H", "H", "H", "H", "C", "O", "H", "H", "H", "H", "C", "O", "H", "H", "H", "H", "C", "O", "H", "H", "H", "H"],
  "positions_angstrom": [[0.61, 4.26, -3.96], [-0.41, 3.33, -4.13], [0.43, 5.09, -4.64], [0.56, 4.65, -2.95], [1.61, 3.87, -4.19], [-1.22, 3.83, -3.97], [-3.94, 3.14, 2.58], [-4.10, 4.37, 3.24], [-4.92, 2.78, 2.27], [-3.20, 3.10, 1.79], [-3.57, 2.41, 3.29], [-5.00, 4.64, 3.04], [3.33, -2.05, -1.66], [4.73, -2.01, -1.14], [3.16, -1.65, -2.67], [3.03, -3.10, -1.56], [2.91, -1.40, -0.90], [5.26, -1.44, -1.70], [1.67, -2.41, 3.13], [2.71, -1.82, 3.82], [1.83, -2.67, 2.08], [1.44, -3.35, 3.63], [0.89, -1.65, 3.23], [3.55, -2.05, 3.42], [3.38, 2.98, 0.60], [2.43, 3.52, 1.53], [3.20, 3.30, -0.43], [4.35, 3.43, 0.81], [3.50, 1.89, 0.59], [2.11, 4.34, 1.15], [0.42, 2.20, 3.70], [1.25, 3.35, 3.94], [0.83, 1.40, 4.32], [-0.64, 2.35, 3.92], [0.44, 1.84, 2.67], [1.90, 3.39, 3.24], [-4.74, 0.63, -0.62], [-5.87, 0.22, -1.29], [-4.99, 1.26, 0.24], [-4.01, -0.10, -0.28], [-4.29, 1.27, -1.37], [-5.55, -0.18, -2.10], [-0.14, -0.35, -0.68], [-0.30, -1.68, -0.89], [-1.02, 0.14, -1.08], [0.26, -0.01, 0.28], [0.64, -0.23, -1.43], [-0.52, -1.82, -1.81], [1.04, -0.06, -4.48], [-0.36, 0.20, -4.38], [1.39, 0.61, -5.27], [1.71, 0.30, -3.70], [1.19, -1.11, -4.70], [-0.46, 1.16, -4.36], [-3.55, -3.45, 2.54], [-2.42, -3.86, 3.32], [-4.04, -2.62, 3.06], [-3.27, -3.14, 1.54], [-4.33, -4.20, 2.42], [-2.26, -3.08, 3.87], [-3.07, -4.02, -3.05], [-4.15, -4.93, -2.91], [-3.45, -3.04, -2.77], [-2.30, -4.16, -2.29], [-2.64, -4.08, -4.05], [-4.75, -4.90, -3.66], [5.48, -1.24, 2.17], [4.79, -2.35, 1.76], [6.05, -1.51, 3.06], [6.23, -0.84, 1.49], [4.78, -0.45, 2.43], [4.44, -2.20, 0.88]],
  "lowdin_charge": [-0.17, -0.12, 0.08, 0.08, 0.08, 0.09, -0.19, -0.10, 0.07, 0.07, 0.07, 0.07, -0.07, -0.16, 0.07, 0.09, 0.07, 0.07, -0.18, -0.12, 0.07, 0.08, 0.07, 0.03, -0.12, -0.12, 0.07, 0.08, 0.08, 0.09, -0.15, -0.13, 0.07, 0.07, 0.06, 0.01, -0.20, -0.10, 0.07, 0.07, 0.08, 0.08, -0.19, -0.12, 0.08, 0.08, 0.06, 0.08, -0.17, -0.12, 0.07, 0.06, 0.08, 0.03, -0.16, -0.12, 0.07, 0.07, 0.07, 0.07, -0.16, -0.13, 0.06, 0.07, 0.08, 0.07, -0.20, -0.11, 0.09, 0.08, 0.08, 0.05],
  "e_above_lowest_kj_mol": 771.22,
  "smiles": "CO.CO.CO.CO.CO.CO.CO.CO.CO.CO.CO.CO",
  "energy_ha": -1388.55545,
  "e_lumo_ev": -0.09
}

***

Record 2
{
  "formula": "C12H51F3N15O17S",
  "method": "the ωB97M-V functional and the def2-TZVPD basis",
  "elements": ["C", "F", "F", "F", "S", "O", "O", "O", "C", "C", "C", "O", "C", "N", "H", "H", "H", "H", "H", "H", "H", "H", "H", "H", "H", "O", "H", "H", "O", "H", "H", "O", "H", "H", "O", "H", "H", "O", "H", "H", "O", "H", "H", "C", "O", "N", "N", "H", "H", "H", "H", "C", "O", "N", "N", "H", "H", "H", "H", "C", "O", "N", "N", "H", "H", "H", "H", "C", "O", "N", "N", "H", "H", "H", "H", "C", "O", "N", "N", "H", "H", "H", "H", "C", "O", "N", "N", "H", "H", "H", "H", "C", "O", "N", "N", "H", "H", "H", "H"],
  "positions_angstrom": [[1.10, -0.66, 1.16], [1.04, -1.46, 0.14], [0.53, -1.21, 2.12], [2.43, -0.45, 1.52], [0.24, 0.99, 0.62], [1.20, 1.78, -0.16], [-0.92, 0.58, -0.11], [-0.06, 1.69, 1.88], [-2.14, -1.35, -2.72], [-3.35, -2.10, -2.08], [-4.51, -2.57, -3.08], [-5.14, -1.47, -3.56], [-6.37, -1.92, -4.23], [-2.74, -3.28, -1.48], [-2.41, -0.40, -3.19], [-1.80, -1.85, -3.63], [-1.35, -1.20, -1.98], [-3.79, -1.44, -1.32], [-5.20, -3.21, -2.54], [-4.12, -3.18, -3.90], [-7.01, -2.57, -3.63], [-6.14, -2.55, -5.09], [-6.83, -1.00, -4.57], [-1.75, -3.13, -1.39], [-2.80, -3.92, -2.26], [-3.66, 1.52, -0.58], [-3.95, 1.80, -1.45], [-2.86, 1.02, -0.74], [2.33, 2.42, 3.32], [2.57, 1.85, 4.05], [1.38, 2.39, 3.28], [2.66, -2.73, 4.40], [3.34, -2.06, 4.49], [1.87, -2.25, 4.19], [3.46, 3.24, -0.63], [3.60, 3.03, -1.55], [2.71, 2.70, -0.37], [4.36, 1.38, 1.77], [3.55, 1.78, 2.08], [4.08, 0.55, 1.38], [-2.12, 0.21, 2.86], [-1.54, -0.04, 3.58], [-1.92, 1.13, 2.71], [-0.31, 6.17, -1.51], [-0.57, 6.27, -2.65], [-0.22, 7.22, -0.72], [0.06, 5.11, -0.89], [0.08, 6.99, 0.22], [-0.28, 8.14, -1.12], [-0.08, 5.05, 0.11], [0.59, 4.38, -1.35], [-2.13, 4.70, 1.47], [-1.11, 5.33, 1.73], [-3.24, 5.23, 1.07], [-2.20, 3.44, 1.54], [-4.09, 4.71, 1.22], [-3.33, 6.24, 1.08], [-3.02, 3.14, 1.03], [-1.37, 2.91, 1.77], [4.37, -4.73, 2.01], [4.63, -5.45, 1.02], [4.05, -5.21, 3.15], [3.99, -3.49, 1.95], [4.08, -6.20, 3.37], [3.64, -4.58, 3.83], [3.39, -3.04, 2.62], [4.18, -3.00, 1.08], [-0.74, -1.81, 5.40], [-0.53, -0.85, 4.68], [-1.55, -2.79, 5.05], [-0.23, -2.04, 6.57], [-1.94, -3.47, 5.68], [-1.85, -2.63, 4.10], [-0.52, -2.90, 7.01], [0.38, -1.33, 6.96], [1.02, -4.24, -2.25], [0.32, -5.17, -2.51], [1.35, -3.21, -2.97], [1.57, -4.21, -1.10], [1.91, -2.47, -2.58], [1.04, -3.02, -3.91], [2.38, -3.61, -1.04], [1.65, -5.13, -0.70], [-0.96, 2.37, -3.26], [-0.76, 1.26, -3.76], [-0.95, 3.49, -3.87], [-1.13, 2.64, -2.01], [-0.61, 3.57, -4.81], [-1.14, 4.30, -3.29], [-1.19, 1.96, -1.27], [-1.20, 3.60, -1.70], [4.17, -1.14, -1.61], [4.02, -2.09, -0.84], [5.23, -0.97, -2.34], [3.44, -0.16, -1.88], [5.44, -0.11, -2.83], [5.93, -1.69, -2.44], [2.64, -0.02, -1.27], [3.74, 0.50, -2.59]],
  "lowdin_charge": [-0.68, 0.16, 0.23, 0.07, 0.57, -0.32, -0.30, -0.35, -0.07, -0.36, -0.26, -0.17, -0.08, 0.03, 0.05, 0.08, 0.06, 0.12, 0.11, 0.12, 0.08, 0.08, 0.09, 0.04, 0.05, -0.05, 0.04, -0.01, -0.04, 0.05, 0.02, -0.04, 0.06, 0.03, -0.06, 0.01, -0.05, -0.07, -0.03, -0.01, -0.07, -0.04, -0.01, -0.82, 0.06, 0.17, 0.18, 0.10, 0.12, 0.08, 0.12, -0.82, 0.01, 0.18, 0.22, 0.12, 0.12, 0.10, 0.07, -0.76, -0.02, 0.16, 0.17, 0.12, 0.08, 0.06, 0.08, -0.75, 0.03, 0.18, 0.17, 0.11, 0.13, 0.11, 0.13, -0.85, 0.04, 0.19, 0.18, 0.09, 0.12, 0.07, 0.13, -0.78, 0.00, 0.17, 0.17, 0.12, 0.07, 0.04, 0.08, -0.77, 0.02, 0.15, 0.21, 0.11, 0.12, 0.10, 0.13],
  "e_above_lowest_kj_mol": 0.00,
  "energy_ha": -3286.26754,
  "e_lumo_ev": 1.77,
  "charge": -1
}

***

Record 3
{
  "formula": "C12H51NO14P",
  "method": "the ωB97M-V functional and the def2-TZVPD basis",
  "elements": ["C", "P", "C", "C", "C", "C", "C", "C", "C", "N", "O", "C", "C", "C", "C", "H", "H", "H", "H", "H", "H", "H", "H", "H", "H", "H", "H", "H", "H", "H", "H", "H", "H", "H", "H", "H", "H", "H", "H", "H", "O", "H", "H", "O", "H", "H", "O", "H", "H", "O", "H", "H", "O", "H", "H", "O", "H", "H", "O", "H", "H", "O", "H", "H", "O", "H", "H", "O", "H", "H", "O", "H", "H", "O", "H", "H", "O", "H", "H"],
  "positions_angstrom": [[3.88, -1.39, -0.52], [2.55, -0.56, 0.51], [3.20, 0.92, 1.44], [1.12, -0.01, -0.60], [1.73, 1.14, -1.53], [0.63, -1.13, -1.58], [-0.48, -1.96, -0.88], [-0.92, -3.06, -1.92], [-0.01, -2.73, 0.38], [-1.65, -1.06, -0.68], [-2.65, -1.80, -0.28], [-1.42, 0.04, 0.28], [-1.82, -0.31, 1.77], [-2.40, 1.20, -0.16], [0.01, 0.67, 0.28], [3.80, -2.48, -0.33], [3.68, -1.19, -1.59], [4.89, -1.06, -0.23], [3.49, 0.56, 2.44], [2.40, 1.67, 1.59], [4.10, 1.37, 1.00], [0.94, 1.82, -1.90], [2.55, 1.68, -1.04], [2.11, 0.62, -2.43], [0.28, -0.68, -2.53], [1.47, -1.80, -1.84], [-1.39, -3.91, -1.41], [0.00, -3.35, -2.45], [-1.58, -2.60, -2.68], [0.88, -3.31, 0.09], [-0.78, -3.48, 0.64], [0.17, -2.11, 1.26], [-2.89, -0.07, 1.85], [-1.33, 0.36, 2.50], [-1.73, -1.37, 2.03], [-2.43, 2.00, 0.58], [-3.41, 0.73, -0.21], [-2.15, 1.54, -1.17], [0.40, 0.72, 1.32], [-0.08, 1.72, -0.03], [-2.29, 4.15, -1.48], [-2.62, 4.34, -2.36], [-3.06, 4.25, -0.91], [2.37, -3.83, -3.18], [2.79, -3.25, -3.82], [3.05, -4.48, -2.98], [4.79, -2.92, -3.95], [5.47, -2.85, -3.27], [5.22, -2.56, -4.74], [3.52, -5.18, -6.02], [3.94, -4.76, -5.26], [2.58, -5.00, -5.90], [-3.78, -0.86, 4.47], [-3.72, -1.62, 3.87], [-4.67, -0.53, 4.35], [-0.74, 4.26, 1.27], [-1.08, 4.45, 0.38], [-1.51, 4.34, 1.84], [-5.85, -2.74, -0.93], [-5.54, -3.47, -1.48], [-5.12, -2.12, -0.95], [-2.21, -3.15, 3.06], [-1.92, -3.97, 2.66], [-1.59, -3.01, 3.78], [2.21, 3.87, 3.13], [1.38, 3.84, 2.64], [2.70, 4.59, 2.70], [-4.04, -1.42, -3.17], [-3.35, -1.37, -2.51], [-3.63, -1.07, -3.97], [2.60, 6.10, 5.19], [2.70, 5.31, 4.65], [1.69, 6.37, 5.04], [-3.65, 2.40, 2.76], [-3.32, 1.75, 3.40], [-4.59, 2.24, 2.72], [2.22, 6.65, 2.03], [2.61, 7.11, 2.78], [1.27, 6.80, 2.14]],
  "lowdin_charge": [-0.29, 0.93, -0.30, -0.56, -0.09, -0.12, -0.46, -0.02, -0.04, -0.10, -0.02, -0.42, -0.04, -0.04, -0.11, 0.02, 0.02, 0.03, 0.03, 0.02, 0.04, 0.08, 0.06, 0.07, 0.13, 0.09, 0.08, 0.06, 0.07, 0.09, 0.07, 0.06, 0.06, 0.09, 0.04, 0.05, 0.09, 0.08, 0.09, 0.10, -0.05, 0.05, 0.05, -0.07, 0.01, 0.03, -0.05, 0.06, 0.07, -0.06, -0.01, 0.03, -0.06, 0.01, 0.03, -0.05, 0.01, 0.04, -0.06, 0.03, -0.01, -0.05, 0.05, 0.06, -0.06, 0.02, 0.02, -0.05, -0.01, 0.04, -0.06, 0.00, 0.03, -0.05, 0.03, 0.04, -0.05, 0.04, 0.04],
  "energy_ha": -1937.15544,
  "multiplicity": 2,
  "e_lumo_ev": [0.00, -0.21]
}

***

Record 4
{
  "formula": "C12H6BClF4N2O4S3Sn",
  "method": "the ωB97M-V functional and the def2-TZVPD basis",
  "elements": ["Sn", "O", "C", "O", "C", "C", "Cl", "N", "N", "C", "C", "O", "O", "C", "C", "C", "C", "C", "C", "H", "H", "H", "H", "H", "H", "S", "C", "S", "S", "F", "B", "F", "F", "F"],
  "positions_angstrom": [[-1.98, 1.11, -1.42], [-1.31, -4.48, 0.03], [-0.38, -3.86, 0.73], [0.31, -4.43, 1.54], [-0.20, -2.40, 0.46], [0.68, -1.56, 1.14], [1.66, -1.98, 2.45], [0.59, -0.31, 0.59], [-0.32, -0.32, -0.40], [-0.79, -1.55, -0.48], [-1.84, -1.81, -1.51], [-2.35, -2.90, -1.65], [-2.08, -0.77, -2.26], [1.31, 0.91, 0.87], [0.91, 2.08, 0.25], [1.57, 3.27, 0.47], [2.67, 3.31, 1.31], [3.08, 2.14, 1.93], [2.42, 0.94, 1.71], [-1.77, -3.89, -0.61], [0.06, 2.09, -0.41], [1.23, 4.17, -0.03], [3.19, 4.24, 1.49], [3.94, 2.15, 2.59], [2.78, 0.06, 2.20], [2.47, -0.39, -4.54], [1.11, 0.29, -3.73], [0.48, 1.72, -3.36], [0.84, -1.39, -3.58], [-3.91, -0.62, 1.20], [-3.73, 0.70, 0.91], [-4.04, 0.93, -0.49], [-4.32, 1.59, 1.72], [-2.27, 0.95, 0.87]],
  "lowdin_charge": [1.43, 0.14, -0.49, 0.09, -0.03, -0.52, 0.88, -0.01, 0.03, -0.16, -0.55, 0.13, -0.22, -0.14, -0.05, -0.06, -0.07, -0.06, -0.04, 0.04, -0.01, 0.11, 0.11, 0.11, 0.04, 0.60, -1.65, 0.63, 0.62, 0.19, -1.24, -0.03, 0.21, -0.03],
  "e_above_lowest_kj_mol": 65.41,
  "energy_ha": -3164.99724,
  "e_lumo_ev": -1.60
}

***

Record 5
{
  "formula": "C12H6Cl4N4O2S2Tc",
  "method": "the ωB97M-V functional and the def2-TZVPD basis",
  "elements": ["Tc", "Cl", "C", "C", "Cl", "C", "Cl", "C", "O", "C", "O", "C", "Cl", "N", "C", "N", "C", "C", "S", "C", "C", "S", "C", "N", "N", "H", "H", "H", "H", "H", "H"],
  "positions_angstrom": [[-0.47, 0.49, -0.33], [-0.92, -6.20, -1.45], [-0.41, -4.59, -1.30], [0.94, -4.24, -1.67], [1.96, -5.43, -2.26], [1.42, -2.91, -1.56], [3.00, -2.48, -2.02], [0.56, -1.96, -1.09], [0.87, -0.65, -0.96], [-0.78, -2.28, -0.71], [-1.48, -1.31, -0.27], [-1.26, -3.63, -0.83], [-2.86, -3.95, -0.35], [-0.91, -0.95, 2.67], [-0.46, 0.29, 2.67], [-0.31, 1.03, 1.55], [0.14, 2.33, 1.85], [0.37, 2.55, 3.15], [-0.01, 1.14, 4.10], [0.27, 3.17, 0.68], [0.50, 4.49, 0.54], [0.50, 4.94, -1.13], [0.15, 3.31, -1.57], [0.04, 2.48, -0.53], [0.02, 2.93, -2.84], [-1.38, -1.31, 1.85], [-1.03, -1.46, 3.54], [0.72, 3.44, 3.64], [0.67, 5.23, 1.30], [0.13, 3.59, -3.60], [0.02, 1.96, -3.09]],
  "lowdin_charge": [1.62, 0.81, -0.68, -0.64, 0.87, -0.62, 0.82, -0.32, -0.21, -0.34, -0.17, -0.61, 0.82, 0.16, -0.62, -0.12, -0.31, -0.27, 1.17, -0.32, -0.28, 1.17, -0.64, -0.11, 0.15, 0.09, 0.13, 0.10, 0.10, 0.13, 0.11],
  "energy_ha": -3547.78636,
  "multiplicity": 4,
  "e_lumo_ev": [-7.71, -9.11],
  "charge": 2
}

***

Record 6
{
  "formula": "C12H6Cl5MnN2OS3Sb",
  "method": "the ωB97M-V functional and the def2-TZVPD basis",
  "elements": ["Mn", "S", "Sb", "S", "S", "Cl", "C", "C", "C", "Cl", "C", "Cl", "C", "Cl", "C", "Cl", "N", "C", "O", "C", "C", "C", "N", "C", "C", "H", "H", "H", "H", "H", "H"],
  "positions_angstrom": [[-0.22, -1.86, 0.40], [1.25, -3.63, -0.10], [0.08, -5.55, -0.58], [-2.16, -4.47, -0.78], [-1.88, -2.49, -0.95], [-0.94, -2.89, 2.33], [-1.80, -1.38, 2.42], [-1.43, -0.58, 1.34], [-2.05, 0.67, 1.27], [-1.67, 1.74, -0.01], [-2.99, 1.07, 2.23], [-3.73, 2.60, 2.12], [-3.33, 0.21, 3.29], [-4.50, 0.70, 4.43], [-2.72, -1.04, 3.40], [-3.09, -2.11, 4.69], [3.79, 3.17, -2.01], [2.97, 2.39, -2.73], [2.87, 2.45, -3.93], [2.15, 1.38, -1.96], [2.54, 0.80, -0.75], [1.72, -0.16, -0.19], [0.57, -0.56, -0.74], [0.19, 0.00, -1.90], [0.95, 0.97, -2.53], [4.28, 3.91, -2.49], [3.80, 3.19, -1.00], [3.47, 1.06, -0.27], [2.01, -0.65, 0.75], [-0.74, -0.35, -2.32], [0.64, 1.40, -3.46]],
  "lowdin_charge": [-0.04, -0.02, 0.76, -0.08, 0.17, 0.77, -0.64, -0.29, -0.68, 0.76, -0.70, 0.73, -0.69, 0.74, -0.69, 0.74, 0.19, -0.50, 0.10, -0.08, 0.03, -0.11, -0.12, -0.12, 0.04, 0.13, 0.10, 0.12, 0.13, 0.10, 0.14],
  "energy_ha": -5532.20009,
  "multiplicity": 3,
  "e_lumo_ev": [-5.51, -5.57],
  "charge": 1
}

***

Record 7
{
  "formula": "C12H6CuN4SSe4",
  "method": "the ωB97M-V functional and the def2-TZVPD basis",
  "elements": ["Cu", "S", "N", "C", "C", "C", "C", "C", "N", "C", "C", "N", "C", "C", "C", "C", "C", "N", "H", "H", "H", "H", "H", "H", "Se", "Se", "Se", "Se"],
  "positions_angstrom": [[0.00, 2.59, 0.29], [0.00, -4.93, -0.49], [1.23, -3.89, -0.50], [0.71, -2.67, -0.42], [1.46, -1.42, -0.35], [2.85, -1.36, -0.31], [3.45, -0.12, -0.23], [2.65, 1.02, -0.20], [1.32, 0.97, -0.23], [0.74, -0.23, -0.30], [-0.74, -0.23, -0.30], [-1.32, 0.97, -0.23], [-2.65, 1.02, -0.20], [-3.45, -0.12, -0.23], [-2.85, -1.36, -0.31], [-1.46, -1.42, -0.35], [-0.71, -2.67, -0.42], [-1.23, -3.89, -0.50], [3.43, -2.27, -0.34], [4.52, -0.01, -0.19], [3.07, 2.01, -0.12], [-3.07, 2.01, -0.12], [-4.52, -0.01, -0.19], [-3.43, -2.27, -0.34], [0.00, 2.56, 2.70], [0.00, 4.85, 3.27], [0.00, 6.16, 1.27], [0.00, 4.75, -0.63]],
  "lowdin_charge": [-0.42, 0.97, -0.23, -0.30, -0.09, 0.00, -0.04, -0.08, 0.07, -0.13, -0.13, 0.07, -0.08, -0.04, 0.00, -0.09, -0.30, -0.23, 0.11, 0.10, 0.12, 0.12, 0.10, 0.11, -0.11, -0.23, -0.23, -0.09],
  "e_above_lowest_kj_mol": 0.00,
  "energy_ha": -12324.49335,
  "e_lumo_ev": 1.27,
  "charge": -1
}

***

Record 8
{
  "formula": "C12H6I3N4OV",
  "method": "the ωB97M-V functional and the def2-TZVPD basis",
  "elements": ["V", "I", "C", "C", "C", "I", "C", "C", "C", "C", "N", "C", "C", "O", "H", "H", "H", "H", "N", "C", "N", "C", "N", "I", "C", "H", "H"],
  "positions_angstrom": [[-0.84, -0.50, 0.28], [-0.91, 2.92, 0.44], [1.16, 2.50, 0.23], [2.14, 3.47, 0.08], [3.47, 3.09, -0.02], [4.89, 4.62, -0.29], [3.86, 1.73, 0.05], [5.18, 1.25, -0.03], [5.41, -0.10, 0.04], [4.32, -0.98, 0.18], [3.08, -0.57, 0.24], [2.84, 0.75, 0.18], [1.47, 1.15, 0.25], [0.54, 0.26, 0.32], [1.87, 4.51, 0.03], [5.99, 1.94, -0.16], [6.41, -0.50, -0.02], [4.47, -2.05, 0.25], [-2.47, -0.29, -0.22], [-3.56, 0.18, -0.40], [-4.60, 0.72, -0.65], [-5.85, 0.94, -0.39], [-6.95, 1.16, -0.16], [-0.48, -2.76, 1.68], [-0.27, -2.28, -0.42], [-0.95, -2.90, -1.00], [0.77, -2.42, -0.71]],
  "lowdin_charge": [0.62, 1.06, -0.56, -0.19, -0.62, 0.99, -0.19, -0.02, -0.02, -0.10, 0.13, -0.15, -0.35, -0.28, 0.09, 0.07, 0.11, 0.12, -0.05, -0.21, 0.20, -0.30, 0.19, 1.02, -0.57, 0.00, 0.00],
  "e_above_lowest_kj_mol": 35.47,
  "energy_ha": -2591.90902,
  "multiplicity": 2,
  "e_lumo_ev": [-5.17, -4.87],
  "charge": 1
}